--- a ---
Molecular formula: C3H4O2
Method: DFT, ωB97M-V with the def2-TZVPD basis set

Results
LUMO: 0.022 Ha
Frontier orbital gap: 9.9038 eV
SMILES: O=C[C@H]1CO1

Geometry as XYZ:
```
9
C3H4O2 ωB97M-V with the def2-TZVPD basis set
O 2.04592 0.33600 -0.40964
C 1.35110 -0.18460 0.43453
C -0.04580 0.25836 0.66337
C -1.09558 -0.02369 -0.50993
O -1.06205 -0.71696 0.68341
H 1.76166 -0.95887 1.12766
H -0.36292 1.21489 0.14906
H -2.00007 0.59733 -0.59131
H -0.63791 -0.35649 -1.42829
```

In elementary charge units, the Mulliken charges are: O -0.477; C -0.036; C 0.047; C -0.423; O -0.298; H 0.340; H 0.281; H 0.296; H 0.270



--- b ---
Molecular formula: C3H4O2
Method: DFT, ωB97M-V with the def2-TZVPD basis set

Results
LUMO: 0.016 Ha
Frontier orbital gap: 9.6296 eV
SMILES: C=C=O.C=O

Geometry as XYZ:
```
9
C3H4O2 ωB97M-V with the def2-TZVPD basis set
C -0.84266 -1.57978 -0.47953
C -1.27184 -0.76082 0.43727
C 1.39487 1.35920 -0.04865
O 1.03023 1.10534 1.04050
O -0.37908 -2.32052 -1.23512
H -0.68198 0.08845 1.03692
H -2.26325 -0.65284 0.54024
H 2.09384 0.61355 -0.57895
H 0.91988 2.14742 -0.71267
```

In elementary charge units, the Mulliken charges are: C 0.842; C -1.015; C -0.093; O -0.406; O -0.354; H 0.280; H 0.275; H 0.234; H 0.237



Looking at the structures above, b is most stable, and the difference to the next one is 1.637 eV.